#w
Density functional theory data (wB97M-V/def2-TZVPD) for one molecule with the formula C3H8N2OS.

Each line ends with the Mulliken charge.
Geometry (Å):
N 1.156 1.012 -1.125  -0.34
C 1.836 0.143 -0.399  0.48
O 2.961 -0.291 -0.680  -0.64
N 1.085 -0.256 0.733  -0.23
C -0.435 -0.111 1.034  -0.51
C -1.226 -0.924 -0.008  -0.56
S -2.938 -0.216 -0.113  -0.22
H 1.541 1.271 -1.994  0.21
H 0.625 1.732 -0.652  0.21
H 1.525 -0.884 1.413  0.22
H -0.573 -0.306 2.140  0.36
H -0.564 0.912 0.832  0.21
H -0.728 -1.079 -0.884  0.41
H -1.460 -2.007 0.405  0.29
H -2.807 1.003 -0.701  0.12

Calculated values
SMILES   NC(=O)NCCS
Lowest unoccupied orbital energy   0.61 eV

---

#x
Density functional theory data (wB97M-V/def2-TZVPD) for a 2-piece molecular cluster, C3H8N2OS overall.

Each line ends with the Mulliken charge.
Geometry (Å):
C -0.942 -0.934 0.963  0.35
C -2.948 -0.070 0.054  -0.83
C 3.701 -0.108 -0.635  -0.78
N -0.945 1.239 0.151  -0.69
N -1.555 -0.060 0.314  0.35
O -0.842 -2.035 1.470  -0.45
S 2.207 0.410 0.264  -0.17
H -3.376 -0.996 0.546  0.34
H -3.425 0.882 0.484  0.28
H -3.214 -0.064 -1.054  0.24
H 4.618 0.292 -0.308  0.31
H 3.452 -0.090 -1.711  0.25
H 3.816 -1.195 -0.452  0.26
H -0.068 1.294 0.701  0.22
H -0.480 1.436 -0.787  0.30

Calculated values
Lowest unoccupied orbital energy (spin up / spin down)   0.43 / -1.91 eV

---

#y
Density functional theory data (wB97M-V/def2-TZVPD) for one molecule with the formula C3H8N2OS.

Each line ends with the Mulliken charge.
Geometry (Å):
N -0.672 1.840 -1.779  -0.52
C -0.742 0.466 -1.452  0.53
O -1.158 -0.323 -2.323  -0.60
C 0.200 -0.082 -0.288  0.04
N 1.149 -1.026 -0.730  -0.67
C -0.319 -0.816 1.130  -0.73
S 0.539 -0.008 2.586  -0.26
H 0.295 2.194 -1.615  0.25
H -1.041 2.077 -2.672  0.26
H 0.634 0.773 0.211  0.36
H 0.713 -1.332 -1.636  0.29
H 2.009 -0.583 -1.030  0.25
H -1.406 -0.494 1.226  0.31
H -0.201 -1.982 1.154  0.33
H 1.457 -1.039 2.800  0.14

Calculated values
SMILES   NC(=O)[C@H](N)CS
Lowest unoccupied orbital energy   0.60 eV

---

#z
Density functional theory data (wB97M-V/def2-TZVPD) for one molecule with the formula C3H8N2OS.

Each line ends with the Mulliken charge.
Geometry (Å):
N -1.756 0.058 1.635  -0.37
C -0.505 -0.442 1.867  0.43
O -0.262 -1.122 2.824  -0.61
N 0.431 -0.073 0.897  -0.19
C 0.126 -0.045 -0.567  -0.64
C 1.341 0.311 -1.354  -0.52
S 0.912 0.371 -3.155  -0.23
H -2.404 -0.164 2.383  0.22
H -1.891 0.785 0.973  0.20
H 1.384 -0.053 1.204  0.22
H -0.776 0.557 -0.622  0.31
H -0.181 -1.067 -0.805  0.31
H 2.133 -0.407 -1.129  0.37
H 1.821 1.272 -1.163  0.38
H -0.373 0.019 -2.986  0.12

Calculated values
SMILES   NC(=O)NCCS
Lowest unoccupied orbital energy   0.74 eV

---

Top of the stability list: #z, leading by 0.454 eV.

---

#w
Density functional theory data (wB97M-V/def2-TZVPD) for one molecule with the formula C3H8N2OS.

Each line ends with the Mulliken charge.
Geometry (Å):
N -1.237 0.606 -2.102  -0.38
C -0.043 0.431 -1.472  0.30
O 0.931 1.117 -1.725  -0.60
C -0.018 -0.486 -0.252  0.17
N 0.176 -1.918 -0.706  -0.69
C 0.822 -0.045 0.931  -0.81
S -0.194 0.310 2.434  -0.22
H -2.068 0.121 -1.812  0.23
H -1.130 0.880 -3.066  0.25
H -1.073 -0.534 0.054  0.33
H -0.203 -1.905 -1.653  0.30
H 1.180 -1.969 -0.898  0.27
H 1.287 0.890 0.650  0.30
H 1.526 -0.800 1.134  0.41
H 0.391 -0.703 3.079  0.14

Calculated values
SMILES   NC(=O)[C@@H](N)CS
Lowest unoccupied orbital energy   0.71 eV

---

#x
Density functional theory data (wB97M-V/def2-TZVPD) for one molecule with the formula C3H8N2OS.

Each line ends with the Mulliken charge.
Geometry (Å):
C 2.210 -0.682 -0.347  -0.92
N 0.846 -0.428 0.220  -0.36
C 0.357 0.884 -0.008  -0.31
C -1.251 0.919 0.018  0.42
O -1.875 1.930 -0.219  -0.61
N -1.752 -0.322 0.100  -0.34
S -3.390 -0.716 -0.236  -0.14
H 2.615 -1.594 0.028  0.32
H 2.195 -0.749 -1.496  0.26
H 2.946 0.131 -0.142  0.31
H 0.831 -0.799 1.149  0.25
H 0.709 1.363 -0.872  0.41
H 0.584 1.650 0.810  0.21
H -1.126 -1.107 0.016  0.36
H -3.899 -0.480 0.979  0.13

Calculated values
SMILES   CNCC(=O)NS
Lowest unoccupied orbital energy   0.69 eV

---

#y
Density functional theory data (wB97M-V/def2-TZVPD) for one molecule with the formula C3H8N2OS.

Each line ends with the Mulliken charge.
Geometry (Å):
C 0.705 1.264 1.803  -0.82
N -0.061 1.115 0.471  -0.37
C 0.361 -0.165 -0.053  0.43
N 1.000 -0.921 0.831  -0.23
O 1.546 -2.085 0.223  -0.41
S 0.129 -0.737 -1.821  -0.21
C -1.758 -0.547 -1.877  -0.83
H 1.815 1.390 1.778  0.30
H 0.701 0.512 2.704  0.27
H 0.275 2.148 2.297  0.34
H 0.406 1.751 -0.154  0.27
H 1.463 -2.127 -0.725  0.30
H -2.162 0.246 -1.206  0.30
H -2.041 -0.473 -2.847  0.35
H -2.378 -1.370 -1.424  0.29

Calculated values
SMILES   CN/C(=N/O)SC
Lowest unoccupied orbital energy   0.57 eV

---

#z
Density functional theory data (wB97M-V/def2-TZVPD) for a 2-piece molecular cluster, C3H8N2OS overall.

Each line ends with the Mulliken charge.
Geometry (Å):
C 0.865 -0.895 0.053  -0.40
C 0.536 -0.241 -1.278  -0.49
S 0.173 1.464 -0.708  -0.16
N 0.613 1.209 0.928  -0.29
N 1.341 0.060 1.023  -0.40
H 0.006 -1.322 0.584  0.26
H 1.589 -1.799 -0.168  0.28
H 1.309 -0.200 -2.069  0.32
H -0.278 -0.660 -1.800  0.35
H -0.188 1.286 1.632  0.31
H 2.357 0.411 0.634  0.28
C -2.519 0.513 0.147  -0.16
O -2.213 -0.338 0.943  -0.41
H -2.594 1.646 0.384  0.27
H -3.078 0.208 -0.836  0.25

Calculated values
SMILES   C1CSNN1.C=O
Lowest unoccupied orbital energy   0.78 eV

---

Top of the stability list: #w, leading by 0.616 eV.

---

#w
Density functional theory data (wB97M-V/def2-TZVPD) for a 2-piece molecular cluster, C6H12 overall.

Each line ends with the Mulliken charge.
Geometry (Å):
C -1.492 2.108 -0.296  -0.69
C -1.554 2.271 1.020  0.08
C -1.777 1.171 2.072  -0.93
H -1.161 2.826 -1.034  0.28
H -1.516 1.065 -0.748  0.16
H -1.589 3.288 1.487  0.26
H -2.654 0.547 1.852  0.29
H -0.790 0.709 2.158  0.23
H -1.873 1.565 3.102  0.31
C 1.495 -1.181 -2.344  -0.76
C 1.840 -1.207 -1.043  0.08
C 1.523 -2.311 -0.122  -0.94
H 2.115 -0.864 -3.195  0.26
H 0.735 -1.808 -2.756  0.27
H 2.647 -0.467 -0.709  0.23
H 1.693 -3.351 -0.405  0.31
H 1.955 -2.103 0.828  0.32
H 0.403 -2.257 0.132  0.23

Calculated values
SMILES   C=CC.C=CC
Lowest unoccupied orbital energy   1.10 eV

---

#x
Density functional theory data (wB97M-V/def2-TZVPD) for one molecule with the formula C6H12.

Each line ends with the Mulliken charge.
Geometry (Å):
C 2.169 -0.728 -0.645  -1.17
C 1.115 -0.725 0.456  -0.54
C -0.240 -0.326 -0.070  0.22
C -1.422 -0.209 0.897  -0.71
C -1.928 0.966 0.047  -0.55
C -0.476 1.143 -0.488  -0.79
H 1.891 -1.426 -1.445  0.31
H 2.265 0.267 -1.098  0.29
H 3.148 -1.022 -0.258  0.37
H 1.046 -1.714 0.929  0.29
H 1.391 -0.011 1.245  0.30
H -0.545 -0.979 -0.901  0.24
H -2.014 -1.107 1.099  0.33
H -1.071 0.196 1.855  0.26
H -2.450 1.765 0.578  0.34
H -2.476 0.716 -0.868  0.22
H 0.118 1.862 0.088  0.29
H -0.340 1.350 -1.555  0.32

Calculated values
SMILES   CCC1CCC1
Lowest unoccupied orbital energy   1.29 eV

---

#y
Density functional theory data (wB97M-V/def2-TZVPD) for one molecule with the formula C6H12.

Each line ends with the Mulliken charge.
Geometry (Å):
C 1.618 -0.507 0.975  -1.17
C 1.201 -0.618 -0.475  -0.26
C 0.048 -1.050 -1.040  -0.38
C -1.238 -0.916 -0.334  -0.57
C -1.356 0.390 0.506  -0.44
C -0.493 1.534 -0.083  -0.99
H 0.832 -0.682 1.715  0.32
H 2.100 0.447 1.214  0.31
H 2.384 -1.277 1.151  0.34
H 1.952 -0.289 -1.181  0.34
H 0.036 -1.523 -2.015  0.42
H -2.194 -1.286 -0.732  0.36
H -0.545 -1.929 0.000  0.17
H -1.079 0.152 1.536  0.26
H -2.394 0.753 0.572  0.43
H -1.056 2.458 -0.215  0.34
H 0.396 1.769 0.515  0.16
H -0.162 1.228 -1.075  0.34

Calculated values
SMILES   C/C=C\CCC
Lowest unoccupied orbital energy   1.13 eV

---

Top of the stability list: #x, leading by 2.071 eV.